Record 1
Entry from OMol25: a cluster of 11 separate species, C44H116N10O20 in total (ωB97M-V with the def2-TZVPD basis set).

Calculated values
* relative energy (zero: lowest compared OMol25 entry of this formula, charge and spin): 159.4 kcal/mol
* E_HOMO: -8.220 eV
* net charge: 0
* strongest force on any atom: 7.80 eV/Å
* HOMO-LUMO gap: 0.3130 Eh
* structure (SMILES): COCCNCCOC.COCCNCCOC.COCCNCCOC.COCCNCCOC.COCCNCCOC.COCCNCCOC.NC(N)=O.NC(N)=O.OCCO.OCCO.OCCO

Element x y z (Å)
C: -8.515 6.677 -0.414
O: -8.276 6.047 -1.671
C: -8.608 6.860 -2.754
C: -8.473 6.036 -4.046
N: -7.063 5.862 -4.439
C: -6.989 5.156 -5.717
C: -5.593 4.651 -5.935
O: -5.382 3.569 -4.894
C: -3.996 3.179 -4.858
H: -9.426 7.261 -0.544
H: -7.681 7.351 -0.214
H: -8.623 5.972 0.410
H: -8.079 7.807 -2.865
H: -9.647 7.189 -2.740
H: -8.940 6.537 -4.893
H: -9.016 5.093 -3.979
H: -6.566 5.233 -3.826
H: -7.296 5.859 -6.491
H: -7.738 4.364 -5.749
H: -4.951 5.483 -5.645
H: -5.461 4.364 -6.978
H: -3.345 4.034 -4.675
H: -3.673 2.688 -5.776
H: -4.056 2.582 -3.948
C: -0.782 -6.928 1.728
O: -1.320 -7.979 0.921
C: -2.211 -7.621 -0.137
C: -2.488 -8.778 -1.115
N: -1.323 -9.242 -1.793
C: -1.394 -10.553 -2.454
C: 0.023 -10.863 -3.007
O: 0.390 -10.082 -4.138
C: 1.501 -10.375 -4.952
H: -0.077 -6.291 1.195
H: -0.357 -7.350 2.638
H: -1.536 -6.300 2.203
H: -1.813 -6.773 -0.694
H: -3.182 -7.275 0.218
H: -3.215 -8.374 -1.819
H: -2.977 -9.570 -0.548
H: -0.824 -8.616 -2.409
H: -2.037 -10.293 -3.294
H: -1.709 -11.331 -1.758
H: 0.048 -11.916 -3.291
H: 0.726 -10.727 -2.186
H: 1.543 -9.862 -5.913
H: 1.465 -11.442 -5.169
H: 2.413 -10.069 -4.439
C: -1.225 5.734 -0.698
O: -1.720 5.706 0.584
C: -0.749 5.255 1.498
C: -1.317 4.889 2.880
N: -1.307 6.032 3.876
C: -2.257 7.041 3.429
C: -2.316 8.281 4.360
O: -1.110 9.039 4.380
C: -1.202 10.282 5.111
H: -1.957 6.075 -1.430
H: -0.775 4.833 -1.115
H: -0.490 6.534 -0.781
H: 0.092 5.940 1.607
H: -0.296 4.350 1.091
H: -0.642 4.141 3.296
H: -2.338 4.509 2.835
H: -0.383 6.394 4.060
H: -3.231 6.605 3.204
H: -2.076 7.443 2.432
H: -2.702 7.964 5.329
H: -3.080 8.984 4.028
H: -0.173 10.558 5.340
H: -1.721 10.162 6.062
H: -1.725 10.982 4.459
C: 0.397 -1.813 -5.803
O: 1.601 -1.105 -6.151
C: 2.815 -1.741 -5.648
C: 2.726 -1.766 -4.101
N: 4.077 -2.099 -3.586
C: 4.173 -2.254 -2.159
C: 3.679 -3.640 -1.654
O: 4.151 -4.722 -2.425
C: 3.115 -5.737 -2.559
H: -0.362 -1.577 -6.549
H: 0.081 -1.540 -4.796
H: 0.554 -2.885 -5.919
H: 3.679 -1.180 -6.004
H: 2.910 -2.770 -5.993
H: 1.943 -2.476 -3.835
H: 2.293 -0.851 -3.695
H: 4.288 -2.987 -4.020
H: 3.752 -1.504 -1.490
H: 5.251 -2.194 -2.007
H: 2.598 -3.587 -1.521
H: 4.113 -3.732 -0.658
H: 2.567 -5.942 -1.640
H: 3.562 -6.561 -3.116
H: 2.359 -5.307 -3.217
C: 6.363 -1.281 3.574
O: 7.477 -2.020 3.142
C: 8.434 -1.249 2.439
C: 9.369 -0.420 3.406
N: 10.108 -1.368 4.195
C: 10.818 -0.755 5.369
C: 11.126 -1.816 6.492
O: 9.879 -2.400 6.978
C: 10.077 -3.437 7.873
H: 6.606 -0.333 4.054
H: 5.724 -1.877 4.225
H: 5.793 -0.966 2.700
H: 7.859 -0.558 1.823
H: 8.983 -1.863 1.725
H: 8.821 0.243 4.075
H: 10.108 0.209 2.910
H: 9.434 -2.019 4.570
H: 10.245 0.070 5.791
H: 11.708 -0.223 5.031
H: 11.711 -1.348 7.283
H: 11.777 -2.627 6.164
H: 9.151 -3.732 8.368
H: 10.899 -3.280 8.571
H: 10.332 -4.272 7.222
C: 3.583 3.324 2.532
O: 3.631 3.001 1.150
C: 4.251 4.029 0.472
C: 4.505 3.612 -1.049
N: 5.052 4.688 -1.860
C: 5.589 4.141 -3.108
C: 4.495 3.519 -3.997
O: 3.424 4.523 -4.121
C: 2.342 4.062 -4.925
H: 3.116 2.417 2.916
H: 2.827 4.083 2.734
H: 4.512 3.497 3.075
H: 5.231 4.235 0.903
H: 3.729 4.985 0.479
H: 3.520 3.372 -1.448
H: 5.063 2.676 -1.060
H: 4.242 5.143 -2.255
H: 6.405 3.428 -2.986
H: 6.172 4.925 -3.591
H: 4.132 2.614 -3.510
H: 4.887 3.357 -5.001
H: 1.595 4.852 -4.851
H: 1.938 3.098 -4.614
H: 2.564 3.910 -5.981
N: 1.647 -3.772 7.024
C: 0.551 -3.291 6.617
N: -0.329 -4.207 6.600
O: 0.442 -2.150 6.210
H: 1.745 -4.723 7.349
H: 2.492 -3.239 6.876
H: -1.280 -3.989 6.340
H: -0.039 -5.154 6.798
N: -5.564 4.386 -0.368
C: -5.730 3.122 -0.280
N: -6.932 2.829 -0.648
O: -4.944 2.370 0.195
H: -6.302 5.037 -0.595
H: -4.662 4.759 -0.109
H: -7.142 1.841 -0.649
H: -7.576 3.554 -0.931
O: -4.398 -3.241 5.087
C: -4.559 -2.383 4.034
C: -6.063 -2.116 3.987
O: -6.530 -1.592 5.238
H: -4.912 -2.902 5.824
H: -3.973 -1.507 4.314
H: -4.280 -2.828 3.079
H: -6.598 -3.019 3.695
H: -6.309 -1.399 3.204
H: -5.916 -0.877 5.420
O: -1.466 -0.288 -0.636
C: -0.879 -1.320 0.112
C: -0.075 -0.712 1.291
O: 0.813 -1.694 1.908
H: -2.202 0.100 -0.158
H: -1.616 -1.999 0.543
H: -0.288 -1.901 -0.596
H: -0.779 -0.361 2.046
H: 0.487 0.117 0.862
H: 0.801 -1.498 2.847
O: -7.608 -2.027 -1.586
C: -6.215 -2.108 -1.987
C: -6.021 -3.137 -3.121
O: -5.750 -4.472 -2.668
H: -7.836 -2.820 -1.095
H: -5.829 -1.147 -2.327
H: -5.628 -2.384 -1.111
H: -5.115 -2.847 -3.653
H: -6.781 -3.122 -3.903
H: -5.545 -5.067 -3.394

Force components x, y, z for each atom (eV/Å):
C 0.03 0.57 -0.79
O 0.30 -0.54 0.83
C -0.85 -0.35 -1.97
C 1.13 0.48 0.12
N -0.34 -0.36 -0.16
C -0.59 0.58 0.09
C -0.50 -0.76 1.95
O 0.40 1.79 -2.74
C -1.41 0.34 0.94
H -0.14 0.12 0.51
H 0.00 0.19 0.28
H 0.04 -0.24 -0.33
H 0.80 -0.13 0.37
H -0.51 -0.21 0.54
H -0.14 0.46 0.15
H -0.04 -0.32 0.40
H -0.16 0.06 0.75
H 0.24 0.07 -0.32
H 0.06 -0.55 -0.10
H 0.45 -0.06 -0.31
H 0.37 -0.54 0.19
H 0.04 0.19 0.01
H -0.08 -0.36 0.14
H 0.98 -0.55 -0.34
C -0.84 -0.23 0.17
O -0.18 0.03 0.08
C 0.45 0.11 -0.03
C 0.31 1.03 0.43
N 1.36 -1.24 1.03
C 1.28 2.37 -0.95
C 0.09 -0.91 -0.17
O -1.54 1.62 -0.21
C 0.17 -0.88 0.98
H 0.12 -0.10 -0.08
H 0.59 -0.51 -0.49
H -0.60 0.34 -0.56
H 0.35 0.16 -0.19
H -0.17 -0.03 0.48
H -0.61 0.09 -0.11
H 0.20 -0.30 -0.13
H -0.44 0.44 0.19
H -0.58 -1.52 -0.42
H -0.19 0.04 -0.28
H 0.05 -0.31 -0.09
H 0.21 0.12 0.09
H -0.88 0.35 0.18
H 0.53 -0.23 -0.03
H 0.32 -0.40 0.12
C 0.58 1.43 -1.67
O -0.74 -0.39 0.77
C -0.12 -1.06 0.37
C 1.07 1.77 0.95
N -1.37 -1.22 -1.00
C 0.81 1.70 -0.09
C -0.89 0.03 -0.42
O 0.20 -0.64 0.70
C 0.09 -1.34 -0.65
H -0.64 -0.29 0.34
H -0.04 -0.49 0.52
H 0.64 0.03 0.05
H -0.03 0.55 0.03
H 0.04 -0.34 -0.18
H -0.20 -0.23 -0.01
H 0.11 -0.10 -0.16
H 0.01 0.14 -0.32
H -0.30 -0.21 1.00
H 0.81 0.14 -0.36
H 0.67 -0.04 0.61
H -0.46 -0.13 -0.54
H -0.15 0.29 -0.26
H -0.22 -0.07 0.01
H 0.09 0.42 0.26
C 0.91 0.25 -0.66
O 0.54 -0.81 -0.16
C -1.68 0.87 1.13
C 0.72 -0.33 -0.58
N -2.06 1.28 -0.71
C 1.22 -1.82 0.16
C 0.75 1.24 0.84
O -1.17 -0.62 0.01
C 0.45 1.50 -1.05
H -0.02 0.42 0.18
H -0.22 -0.19 -0.03
H 0.07 -0.24 0.38
H -0.24 0.19 0.08
H -0.16 -0.18 -0.31
H 0.07 -0.67 0.15
H 0.70 0.53 -0.14
H 0.46 -0.26 0.20
H -0.39 0.35 -0.63
H 0.16 -0.18 0.55
H -0.24 -0.43 -0.36
H -0.18 -0.12 0.37
H 0.63 -0.49 0.27
H -0.08 -0.25 0.64
H -0.27 -0.01 -0.25
C -0.33 0.56 -0.57
O 0.72 -0.61 0.50
C -0.19 1.77 0.32
C -0.06 -0.94 -0.44
N 1.06 -0.24 1.57
C -0.59 -1.22 -0.16
C -0.87 0.23 -0.70
O 0.59 2.48 -0.58
C 0.37 -1.34 -0.81
H 0.35 -0.09 0.46
H 0.28 -0.10 -0.06
H -0.38 -0.14 -0.22
H 0.08 0.41 -0.23
H 0.18 -0.31 0.54
H -0.64 0.25 -0.13
H -0.26 0.04 -0.63
H -0.06 -0.26 0.18
H -0.57 -0.06 0.41
H 0.46 -0.53 -0.06
H -0.36 0.30 0.40
H -0.09 -0.16 -0.59
H 0.00 0.50 0.14
H -0.10 0.20 0.27
H 0.38 -0.74 0.40
C -1.81 -1.74 0.11
O 0.27 0.45 0.64
C 1.72 0.31 -2.73
C -1.58 0.17 1.79
N 0.58 -0.77 -0.33
C 0.63 0.10 -0.50
C -0.05 1.83 0.01
O 0.67 -1.51 -0.17
C -0.05 0.38 0.22
H 0.22 -0.05 0.61
H 0.30 0.60 -0.09
H 0.29 0.19 -0.54
H 0.29 0.05 0.16
H -0.54 0.06 0.12
H -0.32 -0.42 0.12
H 0.44 0.23 -0.08
H -0.25 0.77 0.50
H -0.30 -0.56 0.63
H -0.64 0.43 -0.47
H -0.26 -0.14 -0.33
H 0.01 -0.46 0.00
H -0.18 -0.24 -0.02
H -0.09 -0.01 0.53
H 0.57 0.29 -0.17
N 7.23 -1.68 2.40
C -0.44 3.75 -1.98
N -5.55 -3.66 -0.25
O -0.64 1.34 -0.27
H 0.15 0.43 -0.09
H -0.22 -0.13 0.21
H 0.17 -0.27 0.03
H -0.75 0.26 -0.17
N 2.41 6.27 -0.14
C -0.39 -0.32 0.86
N -4.18 -2.73 -1.32
O 2.74 -2.79 0.89
H 0.33 -0.18 -0.18
H -0.22 0.07 0.04
H -0.57 0.36 -0.12
H -0.07 -0.65 -0.21
O 1.20 -2.32 1.22
C -1.61 0.71 0.02
C 0.02 1.17 -1.03
O 0.26 -0.71 -0.29
H -0.21 0.00 0.11
H 0.01 0.66 -0.90
H 0.45 -0.03 0.18
H 0.00 -0.15 0.65
H 0.09 0.24 -0.20
H -0.15 0.41 0.24
O -0.21 0.24 -0.38
C 0.24 -0.10 1.00
C 0.47 -1.09 -0.50
O -0.81 0.74 -0.67
H -0.11 0.08 0.10
H -0.24 -0.17 -0.11
H 0.37 0.09 0.26
H -0.05 0.24 -0.07
H 0.17 0.14 0.27
H 0.13 -0.15 0.15
O 0.77 0.67 -0.38
C -1.08 -1.58 -0.12
C 1.64 0.00 -0.52
O -0.70 0.24 0.99
H 0.17 -0.12 -0.01
H -0.61 0.13 0.00
H 0.27 -0.18 -0.11
H 0.25 0.43 -0.08
H -0.59 0.14 0.45
H -0.09 0.29 -0.20

Record 2
Entry from OMol25: a structure of composition C23H26CrN3O3S2 (ωB97M-V with the def2-TZVPD basis set).

Calculated values
* relative energy (zero: lowest compared OMol25 entry of this formula, charge and spin): 4.2 kcal/mol
* E_HOMO (spin up / spin down): -2.449 / -2.560 eV
* net charge: -1
* 2S+1: 5
* strongest force on any atom: 1.70 eV/Å
* HOMO-LUMO gap (spin up / spin down): 0.1932 / 0.1967 Eh

Element x y z (Å)
Cr: -2.508 1.181 -2.330
S: -0.102 1.032 -2.231
C: 0.322 1.207 -0.532
N: 1.688 0.984 -0.207
C: 1.983 0.737 1.171
C: 1.274 1.798 2.012
N: -0.147 1.744 1.782
C: -0.974 1.417 2.928
C: -0.650 0.068 3.524
C: -0.180 -0.066 4.826
C: 0.135 -1.315 5.348
C: -0.011 -2.450 4.564
C: -0.468 -2.326 3.257
C: -0.784 -1.079 2.741
C: -0.583 1.476 0.452
S: -2.313 1.561 0.165
C: 2.785 1.121 -1.130
C: 3.532 -0.184 -1.321
C: 2.868 -1.285 -1.860
C: 3.522 -2.498 -2.001
C: 4.848 -2.633 -1.600
C: 5.515 -1.544 -1.061
C: 4.856 -0.327 -0.923
H: 3.064 0.782 1.326
H: 1.632 -0.255 1.487
H: 1.672 2.782 1.726
H: 1.477 1.639 3.073
H: -2.005 1.426 2.579
H: -0.866 2.197 3.691
H: -0.059 0.822 5.439
H: 0.501 -1.400 6.365
H: 0.230 -3.425 4.970
H: -0.573 -3.209 2.637
H: -1.136 -0.973 1.719
H: 3.493 1.892 -0.786
H: 2.366 1.446 -2.080
H: 1.830 -1.167 -2.154
H: 2.999 -3.348 -2.424
H: 5.355 -3.585 -1.705
H: 6.546 -1.641 -0.744
H: 5.374 0.526 -0.497
O: -4.952 3.333 -2.004
C: -5.308 2.180 -2.226
O: -4.593 1.145 -2.480
H: -6.398 1.967 -2.236
N: -2.072 4.211 -2.933
C: -2.414 3.117 -2.699
H: -2.210 5.187 -2.775
C: -3.941 -1.515 -1.030
O: -3.152 -1.760 -2.204
C: -2.491 -0.775 -2.752
C: -1.764 -1.352 -3.930
H: -4.967 -1.813 -1.242
H: -3.914 -0.472 -0.738
H: -3.535 -2.130 -0.228
H: -1.598 -2.427 -3.825
H: -0.817 -0.838 -4.078
H: -2.383 -1.185 -4.817

Force components x, y, z for each atom (eV/Å):
Cr -0.37 -0.38 1.29
S -0.13 -0.13 -0.22
C -0.02 0.16 0.47
N -0.01 -0.17 -0.29
C -0.05 0.02 0.07
C 0.01 0.02 -0.07
N -0.15 0.22 0.06
C 0.14 -0.09 -0.25
C 0.00 -0.03 0.10
C -0.03 -0.02 -0.04
C 0.01 -0.03 -0.02
C 0.00 0.03 0.05
C 0.00 0.00 -0.01
C -0.03 -0.04 -0.05
C 0.37 -0.16 -0.19
S -0.22 0.03 -0.18
C -0.25 0.01 0.19
C 0.04 0.04 0.06
C 0.01 -0.03 0.01
C -0.02 0.02 -0.01
C 0.03 -0.01 0.00
C 0.01 0.01 -0.01
C -0.05 -0.01 -0.07
H 0.02 -0.01 -0.01
H 0.04 -0.01 0.03
H 0.03 -0.01 0.03
H -0.03 0.03 0.01
H -0.07 0.04 0.06
H 0.03 -0.04 0.01
H -0.01 0.00 -0.01
H -0.01 0.00 0.00
H 0.02 0.00 -0.02
H -0.01 0.02 0.00
H 0.01 0.01 0.02
H 0.02 0.00 -0.03
H 0.06 0.05 -0.08
H 0.01 -0.01 0.02
H 0.00 0.02 0.01
H -0.01 0.01 0.00
H -0.01 0.00 0.01
H 0.00 -0.01 0.01
O 0.05 -0.28 -0.07
C -0.16 0.19 -0.09
O 0.57 0.18 0.14
H -0.01 -0.09 0.02
N -0.33 0.16 0.17
C 0.56 1.48 -0.61
H 0.05 0.00 -0.03
C -0.28 0.08 0.25
O 0.18 0.11 0.15
C -0.33 -1.43 -0.63
C 0.21 -0.01 -0.04
H 0.05 -0.04 -0.11
H 0.10 0.05 -0.04
H 0.06 -0.04 -0.06
H 0.00 0.00 0.01
H -0.01 0.03 -0.03
H -0.06 0.04 0.04

Record 3
Entry from OMol25: the ion C3H9OSi with charge +1 (ωB97M-V with the def2-TZVPD basis set).

Calculated values
* relative energy (zero: lowest compared OMol25 entry of this formula, charge and spin): 35.2 kcal/mol
* E_HOMO (spin up / spin down): -13.738 / -13.738 eV
* net charge: +1
* strongest force on any atom: 5.44 eV/Å
* HOMO-LUMO gap (spin up / spin down): 0.2720 / 0.2721 Eh

Element x y z (Å)
C: 2.101 0.559 0.728
C: -0.149 -1.800 -0.290
C: -1.566 1.245 0.444
O: 1.259 0.531 -0.188
Si: -0.329 0.483 -0.728
H: 2.893 -0.182 0.621
H: 1.835 1.049 1.617
H: -0.323 -2.061 0.863
H: -0.836 -2.331 -0.957
H: 0.894 -2.059 -0.562
H: -1.168 1.538 1.536
H: -1.974 2.115 -0.029
H: -2.438 0.601 0.565
H: -0.305 0.351 -2.196

Force components x, y, z for each atom (eV/Å):
C -1.29 -1.82 -1.57
C -0.16 1.82 1.50
C 0.99 0.70 1.57
O 2.45 0.73 0.45
Si -1.85 -4.99 1.12
H 0.59 0.67 0.09
H 0.14 0.98 1.34
H 0.19 0.76 -2.61
H 0.05 0.15 0.38
H -0.57 0.25 0.10
H -0.72 -0.72 -2.59
H -0.16 0.93 -0.01
H 0.29 -0.40 0.03
H 0.04 0.93 0.20